Entry from OMol25: a single CH7FOSi2 molecule at a distorted geometry (ωB97M-V/def2-TZVPD).

Each line ends with the Löwdin charge.
Atoms and positions in Å:
Si1 -0.195 -0.331 1.955  0.751
Si2 0.608 0.453 -2.191  0.551
F1 0.094 -1.861 -0.325  -0.055
O1 0.137 0.453 -0.629  -0.422
C1 -0.498 -0.712 0.095  -0.518
H1 0.602 0.885 2.039  -0.066
H2 -1.541 -0.750 -0.236  0.105
H3 1.256 1.756 -2.209  -0.059
H4 1.511 -0.659 -2.478  -0.065
H5 -0.554 0.370 -3.079  -0.069
H6 0.489 -1.496 2.509  -0.073
H7 -1.513 -0.152 2.571  -0.079

Results
- Energy: -21669.959 eV
- Energy above the lowest of the compared OMol25 structures with the same formula, charge and spin: 97.5 kJ/mol
- SMILES: F[C@@H]([SiH3])O[SiH3]